# 1
Entry from the Open Molecules 2025 dataset: 2 unconnected molecules or ions with the total composition C7H12 (ωB97M-V/def2-TZVPD).

Properties
* molecular weight: 96.2 g/mol
* highest occupied orbital energy: -8.1 eV
* SMILES: C/C=C1/C=CCC1.[H][H]
* F_max: 0.004 Eh/bohr
* ΔE to the lowest compared entry with this formula, charge and spin: 1.607 eV
* E_LUMO: 1.13 eV

```
! RIJCOSX wB97M-V def2-TZVPD def2/J DEFGRID3
* xyz 0 1
C -2.32 -0.95 1.10
C -1.62 -0.52 -0.16
C -0.37 -0.07 -0.24
C 0.17 0.72 -1.36
C 1.20 1.45 -0.96
C 1.56 1.19 0.49
C 0.71 -0.05 0.83
H -3.26 -0.40 1.19
H -2.56 -2.02 1.13
H -1.72 -0.71 1.98
H -2.24 -0.46 -1.06
H -0.31 0.75 -2.34
H 1.71 2.21 -1.56
H 2.63 1.03 0.64
H 1.26 2.05 1.11
H 0.33 -0.06 1.85
H 1.33 -0.96 0.71
H 1.94 -1.29 -1.75
H 1.57 -1.92 -1.62
*
```

***

# 2
Entry from the Open Molecules 2025 dataset: a single C7H12 molecule (ωB97M-V/def2-TZVPD).

Properties
* molecular weight: 96.2 g/mol
* highest occupied orbital energy: -9.6 eV
* SMILES: CC[C@H]1C[C@H]2C[C@@H]12
* F_max: 0.006 Eh/bohr
* ΔE to the lowest compared entry with this formula, charge and spin: 1.330 eV
* E_LUMO: 1.23 eV

```
! RIJCOSX wB97M-V def2-TZVPD def2/J DEFGRID3
* xyz 0 1
C 2.45 0.33 -0.68
C 1.10 -0.38 -0.77
C 0.25 -0.20 0.48
C -0.56 1.11 0.70
C -1.83 0.27 0.87
C -2.08 -0.52 -0.38
C -1.05 -1.00 0.60
H 3.06 0.15 -1.58
H 3.02 -0.03 0.18
H 2.33 1.41 -0.57
H 0.55 -0.01 -1.65
H 1.27 -1.45 -0.94
H 0.87 -0.39 1.37
H -0.58 1.81 -0.15
H -0.27 1.66 1.60
H -2.61 0.44 1.61
H -3.00 -1.10 -0.39
H -1.79 -0.11 -1.35
H -1.14 -1.97 1.08
*
```

***

# 3
Entry from the Open Molecules 2025 dataset: a single C7H12 molecule (ωB97M-V/def2-TZVPD).

Properties
* molecular weight: 96.2 g/mol
* highest occupied orbital energy: -9.5 eV
* SMILES: CC[C@H]1C[C@H]2C[C@@H]12
* F_max: 0.006 Eh/bohr
* ΔE to the lowest compared entry with this formula, charge and spin: 1.373 eV
* E_LUMO: 1.22 eV

```
! RIJCOSX wB97M-V def2-TZVPD def2/J DEFGRID3
* xyz 0 1
C -0.52 -2.50 0.55
C 0.04 -1.35 -0.28
C -0.52 0.02 0.11
C 0.23 0.93 1.14
C 0.25 2.05 0.11
C 0.98 1.60 -1.12
C -0.43 1.16 -0.91
H -0.14 -3.47 0.19
H -1.62 -2.53 0.47
H -0.27 -2.41 1.61
H 1.14 -1.33 -0.20
H -0.18 -1.52 -1.34
H -1.57 -0.09 0.43
H 1.22 0.57 1.46
H -0.37 1.15 2.03
H 0.06 3.10 0.31
H 1.12 2.36 -1.88
H 1.81 0.90 -1.04
H -1.22 1.41 -1.62
*
```

***

# 4
Entry from the Open Molecules 2025 dataset: a gas-phase ion, C7H12 (charge +1) at a distorted geometry (ωB97M-V/def2-TZVPD).

Properties
* molecular weight: 96.2 g/mol
* highest occupied orbital energy (spin up / spin down): -14.8 / -15.2 eV
* F_max: 0.052 Eh/bohr
* ΔE to the lowest compared entry with this formula, charge and spin: 1.274 eV
* E_LUMO (spin up / spin down): -5.66 / -7.70 eV

```
! RIJCOSX wB97M-V def2-TZVPD def2/J DEFGRID3
* xyz 1 2
C 1.94 -1.80 -0.62
C 1.63 -0.91 0.60
C 1.09 0.48 0.23
C -0.39 0.76 0.31
C -0.92 1.87 0.88
C -2.51 0.12 -0.89
C -1.27 -0.15 -0.41
H 2.62 -2.60 -0.33
H 1.05 -2.31 -0.99
H 2.47 -1.26 -1.40
H 2.58 -0.86 1.14
H 1.11 -1.57 1.30
H 1.49 1.21 0.95
H 1.54 0.70 -0.73
H -0.69 2.31 1.84
H -1.78 2.37 0.42
H -3.06 1.00 -0.60
H -3.03 -0.54 -1.58
H -0.75 -1.06 -0.69
*
```

***

What is the ΔE to the lowest compared entry with this formula, charge and spin in the third record? 1.373 eV